14
Properties=species:S:1:pos:R:3:mulliken_charge:R:1 method="wB97M-V/def2-TZVPD" homo_lumo_gap_ev=10.203 molar_mass_g_mol=101.105 largest_force_ev_per_a=1.42 total_energy_ev=-9844.758 smiles="O[C@@H]1CN=COC1" relative_energy_ev=2.521
O -0.436 -0.603 1.436 -0.57
C -0.926 -0.015 0.170 -0.16
C -0.248 1.372 0.009 -0.38
O 1.018 1.187 0.619 -0.34
C 1.505 -0.032 0.285 0.14
N 1.106 -0.858 -0.602 -0.56
C -0.324 -0.842 -0.945 -0.52
H 0.010 -1.461 1.297 0.36
H -2.007 0.031 0.267 0.41
H -0.077 1.632 -1.052 0.26
H -0.760 2.214 0.479 0.30
H 2.373 -0.260 0.893 0.39
H -0.515 -0.498 -1.972 0.35
H -0.720 -1.866 -0.886 0.31